{
  "formula": "C95H219N13O16",
  "method": "the ωB97M-V functional and the def2-TZVPD basis",
  "spin_multiplicity": 1,
  "homo_energy_ev": -7.87,
  "lumo_energy_ev": 0.31,
  "total_charge": 0,
  "species": ["C", "C", "C", "C", "C", "C", "N", "O", "C", "C", "C", "H", "H", "H", "H", "H", "H", "H", "H", "H", "H", "H", "H", "H", "H", "H", "H", "H", "H", "H", "C", "C", "C", "C", "C", "C", "N", "O", "C", "C", "C", "H", "H", "H", "H", "H", "H", "H", "H", "H", "H", "H", "H", "H", "H", "H", "H", "H", "H", "H", "C", "C", "C", "C", "C", "C", "N", "O", "C", "C", "C", "H", "H", "H", "H", "H", "H", "H", "H", "H", "H", "H", "H", "H", "H", "H", "H", "H", "H", "H", "C", "C", "C", "C", "C", "C", "N", "O", "C", "C", "C", "H", "H", "H", "H", "H", "H", "H", "H", "H", "H", "H", "H", "H", "H", "H", "H", "H", "H", "H", "C", "C", "C", "C", "C", "C", "N", "O", "C", "C", "C", "H", "H", "H", "H", "H", "H", "H", "H", "H", "H", "H", "H", "H", "H", "H", "H", "H", "H", "H", "C", "C", "C", "C", "C", "C", "N", "O", "C", "C", "C", "H", "H", "H", "H", "H", "H", "H", "H", "H", "H", "H", "H", "H", "H", "H", "H", "H", "H", "H", "C", "C", "C", "C", "C", "C", "N", "O", "C", "C", "C", "H", "H", "H", "H", "H", "H", "H", "H", "H", "H", "H", "H", "H", "H", "H", "H", "H", "H", "H", "C", "C", "C", "C", "C", "C", "N", "O", "C", "C", "C", "H", "H", "H", "H", "H", "H", "H", "H", "H", "H", "H", "H", "H", "H", "H", "H", "H", "H", "H", "C", "C", "C", "O", "C", "N", "H", "H", "H", "H", "H", "H", "H", "H", "H", "H", "H", "C", "C", "C", "O", "C", "N", "H", "H", "H", "H", "H", "H", "H", "H", "H", "H", "H", "C", "C", "C", "O", "C", "N", "H", "H", "H", "H", "H", "H", "H", "H", "H", "H", "H", "C", "C", "C", "O", "C", "N", "H", "H", "H", "H", "H", "H", "H", "H", "H", "H", "H", "C", "C", "C", "O", "C", "N", "H", "H", "H", "H", "H", "H", "H", "H", "H", "H", "H", "C", "O", "H", "H", "H", "H", "C", "O", "H", "H", "H", "H", "C", "O", "H", "H", "H", "H"],
  "positions_angstrom": [[-0.321, 4.841, 7.258], [-1.444, 5.432, 6.354], [-2.448, 6.382, 7.132], [-1.991, 7.824, 7.427], [-1.520, 8.435, 6.117], [-0.527, 7.570, 5.231], [-0.973, 6.140, 5.176], [-0.192, 5.336, 4.343], [-0.602, 8.111, 3.816], [0.854, 7.820, 5.825], [-2.371, 4.221, 5.870], [0.420, 4.284, 6.685], [-0.642, 4.137, 8.025], [0.329, 5.587, 7.718], [-3.268, 6.632, 6.458], [-2.871, 5.890, 8.008], [-1.210, 7.926, 8.181], [-2.846, 8.411, 7.764], [-1.112, 9.430, 6.293], [-2.403, 8.603, 5.500], [0.230, 7.889, 3.148], [-1.546, 7.912, 3.309], [-0.611, 9.201, 3.814], [0.908, 7.488, 6.862], [1.548, 7.231, 5.226], [1.063, 8.882, 5.693], [-3.008, 4.464, 5.019], [-2.975, 3.808, 6.678], [-1.660, 3.486, 5.492], [-0.875, 4.909, 3.821], [-2.637, -6.858, -3.291], [-1.663, -6.820, -2.031], [-2.528, -7.396, -0.879], [-1.741, -7.606, 0.382], [-0.546, -8.608, 0.109], [0.338, -8.154, -1.108], [-0.447, -7.677, -2.190], [0.336, -7.288, -3.210], [1.301, -7.059, -0.570], [1.153, -9.467, -1.610], [-1.298, -5.339, -1.825], [-2.834, -7.880, -3.616], [-2.105, -6.467, -4.158], [-3.626, -6.415, -3.169], [-3.363, -6.778, -0.549], [-2.892, -8.398, -1.105], [-2.370, -7.871, 1.232], [-1.347, -6.626, 0.649], [-0.965, -9.613, 0.056], [0.020, -8.627, 1.040], [0.828, -6.253, -0.009], [2.021, -7.501, 0.119], [1.969, -6.688, -1.348], [1.976, -9.208, -2.277], [1.693, -9.976, -0.812], [0.412, -10.171, -1.988], [-2.154, -4.683, -1.668], [-0.882, -5.013, -2.778], [-0.498, -5.162, -1.106], [0.257, -8.012, -3.835], [-8.095, 1.959, -1.397], [-6.941, 2.343, -2.310], [-6.748, 3.857, -2.190], [-5.874, 4.429, -1.090], [-4.595, 3.575, -0.979], [-4.809, 2.071, -0.956], [-5.646, 1.636, -2.087], [-5.803, 0.302, -2.198], [-3.441, 1.460, -1.100], [-5.391, 1.633, 0.444], [-7.310, 2.221, -3.796], [-8.134, 0.937, -1.019], [-9.076, 2.244, -1.777], [-8.188, 2.636, -0.548], [-6.318, 4.357, -3.058], [-7.739, 4.309, -2.148], [-6.371, 4.494, -0.122], [-5.596, 5.455, -1.329], [-4.194, 3.910, -0.023], [-3.941, 3.856, -1.805], [-2.731, 2.013, -0.484], [-3.413, 0.463, -0.660], [-3.070, 1.488, -2.124], [-4.853, 2.082, 1.279], [-6.431, 1.894, 0.640], [-5.338, 0.578, 0.714], [-6.729, 2.807, -4.509], [-8.266, 2.724, -3.942], [-7.363, 1.208, -4.194], [-5.223, 0.042, -2.918], [3.365, -4.041, 0.934], [4.715, -4.836, 1.074], [5.825, -4.006, 0.316], [7.240, -4.407, 0.601], [7.507, -4.453, 2.092], [6.505, -5.378, 2.793], [5.093, -5.040, 2.457], [4.114, -5.770, 3.129], [6.909, -6.915, 2.591], [6.685, -5.076, 4.287], [4.597, -6.158, 0.292], [2.466, -4.616, 0.716], [3.499, -3.186, 0.271], [3.232, -3.497, 1.870], [5.649, -4.102, -0.755], [5.729, -2.951, 0.574], [7.964, -3.765, 0.098], [7.393, -5.445, 0.307], [7.419, -3.414, 2.410], [8.519, -4.737, 2.379], [7.954, -7.141, 2.802], [6.218, -7.624, 3.049], [6.788, -7.149, 1.533], [7.677, -5.295, 4.683], [6.404, -4.034, 4.433], [6.080, -5.780, 4.858], [4.114, -6.947, 0.869], [5.542, -6.461, -0.159], [3.979, -6.149, -0.607], [3.864, -5.254, 3.900], [4.476, -4.927, -6.155], [4.373, -5.257, -4.681], [5.630, -4.740, -3.922], [5.637, -3.217, -3.849], [4.330, -2.706, -3.163], [3.049, -3.222, -3.692], [3.163, -4.711, -4.028], [1.920, -5.263, -4.411], [2.006, -3.106, -2.551], [2.560, -2.378, -4.971], [4.368, -6.775, -4.558], [4.744, -3.883, -6.313], [3.519, -4.898, -6.677], [5.215, -5.526, -6.689], [5.586, -5.082, -2.888], [6.555, -5.171, -4.307], [5.818, -2.796, -4.839], [6.515, -2.941, -3.266], [4.275, -1.642, -3.393], [4.349, -2.661, -2.074], [1.962, -2.099, -2.137], [0.967, -3.241, -2.849], [2.305, -3.779, -1.747], [3.237, -2.502, -5.816], [1.608, -2.802, -5.290], [2.492, -1.331, -4.674], [5.366, -7.119, -4.827], [3.764, -7.304, -5.296], [4.046, -7.162, -3.591], [1.627, -5.859, -3.718], [1.696, -3.616, 4.426], [0.413, -3.799, 3.578], [0.502, -5.157, 2.854], [0.274, -6.380, 3.752], [-1.190, -6.273, 4.359], [-1.376, -4.931, 5.159], [-0.852, -3.767, 4.413], [-1.098, -2.518, 5.019], [-2.921, -4.669, 5.187], [-0.796, -4.965, 6.611], [0.271, -2.689, 2.431], [1.823, -2.566, 4.689], [2.645, -3.850, 3.945], [1.777, -4.254, 5.306], [-0.181, -5.223, 2.007], [1.511, -5.280, 2.461], [1.015, -6.429, 4.551], [0.365, -7.327, 3.220], [-1.314, -7.091, 5.068], [-1.941, -6.539, 3.616], [-3.497, -5.504, 5.586], [-3.074, -3.770, 5.784], [-3.303, -4.415, 4.198], [0.251, -5.256, 6.697], [-0.900, -4.019, 7.144], [-1.296, -5.694, 7.249], [-0.654, -2.875, 1.885], [1.010, -2.797, 1.638], [0.321, -1.636, 2.711], [-0.476, -2.528, 5.750], [2.350, 6.949, -3.465], [1.171, 7.038, -4.540], [1.550, 8.191, -5.577], [2.371, 7.643, -6.757], [1.870, 6.278, -7.292], [1.631, 5.165, -6.181], [0.820, 5.745, -5.119], [0.310, 4.769, -4.171], [0.832, 3.935, -6.833], [3.019, 4.666, -5.646], [-0.097, 7.638, -3.782], [2.393, 7.921, -2.973], [3.293, 6.784, -3.985], [2.181, 6.117, -2.782], [0.691, 8.790, -5.880], [2.192, 8.956, -5.141], [3.378, 7.521, -6.359], [2.518, 8.330, -7.590], [2.554, 5.964, -8.080], [0.939, 6.432, -7.837], [1.357, 3.499, -7.682], [0.682, 3.154, -6.088], [-0.182, 4.185, -7.146], [3.026, 4.500, -4.569], [3.232, 3.743, -6.186], [3.807, 5.416, -5.707], [-0.434, 7.053, -2.926], [-1.005, 7.738, -4.376], [0.105, 8.626, -3.368], [1.094, 4.269, -3.934], [7.392, 2.575, 0.564], [5.863, 2.608, 0.263], [5.543, 1.754, -1.000], [5.436, 0.235, -0.700], [4.410, -0.075, 0.336], [4.715, 0.772, 1.642], [4.909, 2.247, 1.353], [4.971, 3.019, 2.507], [3.422, 0.619, 2.558], [5.904, 0.202, 2.475], [5.598, 4.061, -0.087], [7.703, 3.177, 1.418], [8.047, 2.913, -0.238], [7.726, 1.584, 0.871], [4.669, 2.136, -1.529], [6.368, 1.786, -1.711], [6.385, -0.086, -0.272], [5.194, -0.363, -1.579], [4.387, -1.136, 0.586], [3.461, 0.241, -0.097], [3.394, 1.260, 3.439], [2.479, 0.806, 2.045], [3.324, -0.375, 2.994], [5.787, -0.872, 2.617], [6.902, 0.189, 2.036], [5.848, 0.749, 3.416], [5.862, 4.731, 0.731], [4.574, 4.237, -0.419], [6.199, 4.384, -0.937], [4.198, 3.527, 2.247], [-7.300, -2.210, -4.149], [-6.407, -1.582, -5.211], [-4.922, -1.916, -4.862], [-4.406, -1.028, -3.901], [-3.138, -1.386, -3.409], [-6.755, -2.174, -6.490], [-7.026, -3.262, -4.071], [-8.377, -2.272, -4.304], [-7.096, -1.746, -3.184], [-6.681, -0.528, -5.165], [-4.289, -1.711, -5.726], [-4.765, -2.965, -4.614], [-2.426, -1.113, -4.188], [-3.087, -2.473, -3.347], [-2.870, -0.998, -2.426], [-6.171, -1.746, -7.194], [-7.709, -1.967, -6.747], [-0.139, 1.729, 4.021], [-1.580, 1.449, 3.536], [-2.074, 2.491, 2.445], [-2.013, 3.776, 2.904], [-2.638, 4.733, 2.152], [-1.507, 0.131, 2.965], [0.278, 0.936, 4.642], [-0.006, 2.632, 4.616], [0.596, 1.742, 3.216], [-2.269, 1.381, 4.378], [-3.081, 2.198, 2.150], [-1.511, 2.344, 1.523], [-3.679, 4.420, 2.075], [-2.227, 4.857, 1.150], [-2.510, 5.732, 2.570], [-1.117, -0.571, 3.578], [-2.426, -0.270, 2.843], [-6.034, -0.449, 4.217], [-4.614, -0.746, 4.723], [-4.672, -1.240, 6.158], [-5.463, -0.429, 7.034], [-5.256, -0.828, 8.338], [-3.900, -1.522, 3.681], [-6.695, -1.285, 4.443], [-5.977, -0.145, 3.172], [-6.522, 0.376, 4.737], [-3.941, 0.111, 4.747], [-3.670, -1.369, 6.566], [-5.086, -2.249, 6.168], [-5.381, -1.906, 8.446], [-5.952, -0.326, 9.010], [-4.234, -0.554, 8.599], [-4.596, -2.107, 3.242], [-3.261, -2.189, 4.089], [0.079, 3.943, -0.782], [1.520, 4.005, -0.223], [1.592, 4.703, 1.065], [2.887, 4.760, 1.585], [2.857, 5.446, 2.801], [2.003, 2.685, -0.203], [-0.376, 4.923, -0.927], [-0.577, 3.470, -0.051], [0.101, 3.330, -1.682], [1.968, 4.669, -0.963], [0.957, 4.192, 1.790], [1.144, 5.682, 0.897], [3.793, 5.813, 3.222], [2.469, 4.769, 3.562], [2.208, 6.321, 2.847], [1.378, 2.104, 0.337], [2.899, 2.717, 0.263], [-4.345, 6.606, -4.720], [-3.375, 5.410, -4.947], [-4.057, 4.140, -5.453], [-3.083, 3.095, -5.723], [-2.834, 2.268, -4.654], [-2.376, 5.738, -5.876], [-5.140, 6.286, -4.047], [-4.804, 6.875, -5.671], [-3.928, 7.509, -4.274], [-2.897, 5.172, -3.997], [-4.572, 4.339, -6.393], [-4.822, 3.750, -4.782], [-2.248, 2.839, -3.934], [-2.229, 1.436, -5.015], [-3.736, 1.779, -4.285], [-1.607, 6.037, -5.292], [-2.010, 4.830, -6.125], [2.773, 1.517, -3.613], [1.667, 2.136, -3.031], [2.628, 1.352, -4.681], [3.671, 2.121, -3.743], [2.890, 0.481, -3.296], [1.974, 2.374, -2.154], [-0.278, -0.134, -0.248], [0.104, 0.758, 0.713], [-1.319, -0.453, -0.292], [-0.073, 0.457, -1.141], [0.289, -1.057, -0.374], [-0.464, 0.641, 1.479], [-4.756, -3.577, 1.506], [-5.831, -3.463, 2.429], [-4.172, -2.680, 1.301], [-4.152, -4.404, 1.881], [-5.106, -3.900, 0.525], [-6.651, -3.619, 1.954]],
  "lowdin_charge": [-0.0229, -0.4428, -0.1201, -0.1913, -0.1450, -0.4787, -0.1086, -0.0188, -0.0471, -0.0244, -0.0133, 0.0688, 0.0797, 0.0618, 0.1119, 0.1143, 0.1031, 0.1080, 0.1150, 0.1105, 0.0718, 0.0786, 0.0820, 0.0723, 0.0739, 0.0883, 0.0781, 0.0848, 0.0417, 0.0440, -0.0274, -0.4287, -0.1573, -0.1880, -0.0961, -0.4534, -0.1420, -0.0167, -0.0285, -0.0047, -0.0248, 0.0747, 0.0709, 0.0810, 0.1183, 0.1209, 0.1077, 0.0791, 0.1105, 0.0982, 0.0546, 0.0735, 0.0672, 0.0665, 0.0736, 0.0794, 0.0815, 0.0693, 0.0628, 0.1287, -0.0359, -0.4642, -0.1597, -0.1630, -0.1232, -0.4663, -0.1133, -0.0100, -0.0325, -0.0068, -0.0264, 0.0864, 0.0812, 0.0710, 0.0918, 0.1229, 0.1058, 0.1075, 0.0886, 0.1184, 0.0734, 0.0708, 0.0744, 0.0507, 0.0665, 0.0708, 0.0647, 0.0850, 0.0632, 0.0418, -0.0106, -0.4359, -0.1263, -0.1887, -0.1473, -0.4640, -0.1026, -0.0122, -0.0115, -0.0522, -0.0327, 0.0596, 0.0538, 0.0648, 0.0989, 0.1028, 0.1189, 0.0987, 0.1131, 0.1246, 0.0806, 0.0776, 0.0490, 0.0859, 0.0857, 0.0750, 0.0794, 0.0708, 0.0577, 0.0740, -0.0406, -0.5113, -0.1328, -0.1480, -0.1495, -0.4493, -0.0869, -0.0218, -0.0245, 0.0086, -0.0453, 0.0566, 0.0896, 0.0889, 0.1025, 0.1209, 0.1026, 0.1051, 0.0964, 0.0941, 0.0727, 0.0711, 0.0692, 0.0617, 0.0753, 0.0568, 0.0817, 0.0806, 0.0779, 0.0508, -0.0174, -0.4052, -0.1507, -0.1401, -0.0968, -0.4517, -0.1132, -0.0282, -0.0296, -0.0219, -0.0026, 0.0820, 0.0483, 0.0733, 0.0998, 0.0848, 0.1012, 0.0973, 0.1092, 0.1020, 0.0890, 0.0562, 0.0646, 0.0676, 0.0736, 0.0817, 0.0821, 0.0591, 0.0544, 0.0847, -0.0157, -0.4209, -0.1200, -0.1828, -0.1149, -0.4391, -0.1156, -0.0146, -0.0097, -0.0198, -0.0414, 0.0782, 0.0620, 0.0575, 0.1087, 0.1087, 0.0912, 0.1074, 0.1126, 0.1127, 0.0781, 0.0679, 0.0686, 0.0602, 0.0789, 0.0686, 0.0654, 0.0634, 0.0769, 0.0443, -0.0338, -0.4710, -0.1027, -0.1803, -0.1339, -0.4020, -0.1176, -0.0061, -0.0273, -0.0255, -0.0502, 0.0816, 0.0822, 0.0514, 0.0903, 0.1177, 0.1057, 0.0928, 0.0895, 0.1084, 0.0732, 0.0491, 0.0713, 0.0676, 0.0579, 0.0847, 0.0883, 0.0699, 0.0875, 0.0508, -0.0685, -0.4160, -0.1601, -0.2343, -0.0673, 0.0338, 0.0744, 0.0768, 0.0694, 0.1138, 0.1253, 0.1260, 0.0945, 0.0797, 0.0802, 0.0683, 0.0741, -0.0271, -0.3511, -0.1651, -0.2192, -0.0949, 0.0403, 0.0789, 0.0550, 0.0634, 0.1178, 0.1051, 0.0957, 0.0936, 0.0865, 0.0904, 0.0493, 0.0522, -0.0351, -0.3833, -0.2058, -0.1719, -0.1396, 0.0661, 0.0850, 0.0684, 0.0756, 0.1097, 0.1139, 0.1219, 0.0874, 0.0923, 0.0873, 0.0146, 0.0413, -0.0246, -0.4458, -0.2101, -0.1764, -0.1104, 0.0966, 0.0803, 0.0502, 0.0665, 0.1268, 0.1319, 0.1388, 0.0994, 0.0918, 0.0741, 0.0529, 0.0551, -0.0382, -0.4668, -0.1484, -0.1943, -0.1293, 0.0656, 0.0520, 0.0750, 0.0677, 0.1250, 0.1315, 0.0911, 0.0885, 0.0895, 0.0744, 0.0313, 0.0463, -0.1823, -0.1225, 0.0693, 0.0765, 0.0614, 0.0132, -0.1716, -0.1568, 0.0672, 0.0819, 0.0644, 0.0078, -0.1577, -0.1285, 0.0743, 0.0712, 0.0794, 0.0857]
}